{"formula": "C53H43AsN10S2V", "method": "the ωB97M-V functional and the def2-TZVPD basis", "spin_multiplicity": 4, "total_charge": 0, "homo_ha": [-0.2281, -0.2168], "gap_ev": [5.30, 4.70], "total_energy_ha": -6569.36047, "max_force_ev_per_a": 0.78, "elements": ["V", "C", "C", "C", "C", "C", "N", "C", "C", "C", "C", "C", "C", "C", "C", "N", "C", "N", "C", "N", "C", "N", "C", "N", "C", "N", "C", "C", "C", "C", "C", "C", "C", "C", "C", "C", "C", "C", "C", "C", "N", "H", "H", "H", "H", "H", "H", "H", "H", "H", "H", "H", "H", "H", "H", "H", "H", "S", "C", "N", "C", "C", "N", "C", "C", "C", "C", "C", "C", "C", "C", "S", "C", "C", "C", "C", "C", "C", "C", "H", "H", "H", "H", "H", "H", "H", "H", "H", "H", "H", "H", "H", "H", "H", "H", "H", "H", "C", "As", "C", "C", "H", "H", "H", "H", "H", "H", "H", "H", "H"], "positions_angstrom": [[1.8299, -0.0172, 1.5103], [6.2891, 0.4692, -3.3080], [6.3492, -0.9267, -3.1937], [5.6296, -1.5991, -2.2209], [4.8439, -0.8418, -1.3620], [3.9581, -1.2127, -0.2549], [3.7691, -2.4454, 0.1762], [2.9665, -2.7900, 1.1804], [2.9059, -4.1278, 1.7552], [3.5607, -5.3126, 1.4303], [3.2821, -6.4290, 2.1947], [2.3723, -6.3678, 3.2639], [1.7260, -5.1914, 3.5893], [2.0029, -4.0670, 2.8174], [1.5018, -2.7015, 2.8710], [0.5869, -2.2695, 3.7265], [0.1497, -1.0250, 3.8063], [0.6165, 0.0682, 3.1309], [-0.0168, 1.1935, 3.5341], [0.2492, 2.4512, 3.1827], [1.1475, 2.8020, 2.2827], [1.8992, 1.9932, 1.4889], [2.6997, 2.7297, 0.6708], [3.5563, 2.2937, -0.2355], [3.8612, 1.0160, -0.4422], [3.4058, -0.0674, 0.2330], [4.7843, 0.5478, -1.4760], [5.5064, 1.2240, -2.4513], [2.4397, 4.1481, 0.9425], [2.9718, 5.3073, 0.3994], [2.5082, 6.5170, 0.8924], [1.5408, 6.5623, 1.9031], [1.0132, 5.4014, 2.4461], [1.4761, 4.1934, 1.9476], [-1.0290, 0.8120, 4.5135], [-2.0041, 1.5516, 5.1746], [-2.8679, 0.8720, 6.0127], [-2.7602, -0.5175, 6.1902], [-1.7900, -1.2523, 5.5355], [-0.9229, -0.5702, 4.6866], [2.0936, -2.0003, 1.8608], [6.8667, 0.9608, -4.0801], [6.9724, -1.4851, -3.8803], [5.6697, -2.6756, -2.1240], [4.2609, -5.3494, 0.6067], [3.7687, -7.3695, 1.9710], [2.1783, -7.2623, 3.8420], [1.0217, -5.1366, 4.4082], [5.4531, 2.3015, -2.5281], [3.7202, 5.2605, -0.3800], [2.8981, 7.4444, 0.4937], [1.2025, 7.5248, 2.2649], [0.2668, 5.4268, 3.2282], [-2.0759, 2.6213, 5.0291], [-3.6420, 1.4130, 6.5412], [-3.4521, -1.0161, 6.8569], [-1.7012, -2.3225, 5.6689], [0.7553, -0.2157, -0.8934], [-0.8109, -0.0667, -1.4210], [-1.2421, -0.6544, -2.5345], [-2.5729, -0.3754, -3.0608], [-3.5510, -0.3964, -1.9193], [-3.1321, 0.5793, -0.9281], [-4.1684, 1.1847, -0.0915], [-4.4961, 2.6112, -0.4702], [-4.8887, 2.9275, -1.7663], [-5.2024, 4.2329, -2.1108], [-5.1356, 5.2358, -1.1535], [-4.7513, 4.9264, 0.1424], [-4.4278, 3.6202, 0.4798], [-1.8353, 0.8101, -0.6564], [-1.3153, 1.9132, 0.4240], [-0.3597, -1.4387, -3.4161], [0.0322, -0.6538, -4.6409], [-0.6373, -0.8056, -5.8486], [-0.2780, -0.0468, -6.9541], [0.7566, 0.8710, -6.8564], [1.4368, 1.0219, -5.6550], [1.0797, 0.2619, -4.5530], [-2.8175, -1.1554, -3.7803], [-2.5833, 0.5856, -3.5833], [-3.6137, -1.3992, -1.4792], [-4.5424, -0.1222, -2.2773], [-3.8403, 1.1423, 0.9485], [-5.0534, 0.5538, -0.1970], [-4.9453, 2.1515, -2.5217], [-5.5021, 4.4677, -3.1238], [-5.3810, 6.2559, -1.4181], [-4.6867, 5.7060, 0.8900], [-4.0923, 3.3813, 1.4814], [-0.8916, -2.3570, -3.6736], [0.5215, -1.6993, -2.8361], [-1.4341, -1.5362, -5.9352], [-0.8018, -0.1766, -7.8920], [1.0402, 1.4614, -7.7176], [2.2530, 1.7281, -5.5772], [1.6122, 0.3747, -3.6161], [-3.1589, -4.7879, 1.0746], [-1.4841, -3.8046, 1.3500], [-0.9247, -3.7743, -0.5362], [-2.2851, -2.0190, 1.3815], [-3.7541, -4.3292, 0.2826], [-3.7358, -4.7958, 1.9993], [-2.9367, -5.8199, 0.8039], [-1.7918, -3.7463, -1.2007], [-0.3265, -4.6569, -0.7592], [-0.3058, -2.8904, -0.7055], [-2.9672, -1.9035, 0.5372], [-1.5019, -1.2602, 1.3293], [-2.8352, -1.8746, 2.3120]]}